w) A 2-piece molecular cluster, C3H4N2O overall. Source: the OMol25 dataset; level of theory: ωB97M-V with the def2-TZVPD basis set.

Geometry as XYZ:
```
10
Properties=species:S:1:pos:R:3
O 0.405 -1.767 0.427
N 0.227 0.672 0.497
N 0.765 -2.542 -3.086
C 0.844 -0.478 0.091
C 0.301 -1.484 -0.840
C 0.639 -2.021 -2.057
H -0.730 0.752 0.696
H 1.931 -0.404 0.307
H -1.579 -0.832 -1.999
H 0.750 0.986 1.284
```

The value obtained for the molar mass is 84.1 g/mol. The LUMO energy (spin up / spin down) is -0.83 / -0.62 eV. The calculation puts the frontier orbital gap (spin up / spin down) at 9.488 / 8.384 eV.

x) One molecule with the formula C3H4N2O. Source: the OMol25 dataset; level of theory: ωB97M-V with the def2-TZVPD basis set.

Geometry as XYZ:
```
10
Properties=species:S:1:pos:R:3
O -0.696 1.348 -1.365
N 0.190 -1.010 0.879
N 1.351 -1.100 0.230
C 1.087 -0.191 -0.698
C -0.150 0.485 -0.491
C -0.727 -0.066 0.633
H 0.239 -1.220 2.060
H -1.489 1.737 -0.980
H -1.626 0.084 1.197
H 1.816 -0.051 -1.473
```

The value obtained for the molar mass is 84.1 g/mol. Its SMILES is Oc1cn[nH]c1. The LUMO energy is 0.72 eV. The calculation puts the frontier orbital gap at 9.292 eV.

y) One molecule with the formula C3H4N2O. Source: the OMol25 dataset; level of theory: ωB97M-V with the def2-TZVPD basis set.

Geometry as XYZ:
```
10
Properties=species:S:1:pos:R:3
O -0.251 -0.767 1.955
N -1.282 -0.741 1.325
N 1.517 -0.382 -0.626
C -0.564 1.154 -0.299
C 0.307 0.195 -0.385
C -1.078 -0.226 -0.042
H -0.893 2.174 -0.407
H 2.246 0.203 -1.003
H -1.800 -0.694 -0.720
H 1.826 -0.975 0.134
```

The value obtained for the molar mass is 84.1 g/mol. Its SMILES is NC1=C[C@@H]1N=O. The LUMO energy is 0.25 eV. The calculation puts the frontier orbital gap at 8.937 eV.

Energies, relative to the best one, in hartree: w) 0.1547; x) 0.0000; y) 0.0916.

w) C3H4N2O as an isolated structure. Source: the OMol25 dataset; level of theory: ωB97M-V with the def2-TZVPD basis set.

Geometry as XYZ:
```
10
Properties=species:S:1:pos:R:3
O 1.789 -1.045 0.001
N -0.404 -1.146 -0.048
N -2.801 -0.101 0.042
C 0.723 -0.408 -0.037
C 0.624 1.105 0.017
C -1.775 -0.577 -0.064
H 0.913 1.442 0.822
H -0.375 -2.322 0.179
H 1.883 1.482 -0.417
H -0.576 1.569 -0.497
```

The value obtained for the molar mass is 84.1 g/mol. The LUMO energy is 0.26 eV. The calculation puts the frontier orbital gap at 10.909 eV.

x) One molecule with the formula C3H4N2O. Source: the OMol25 dataset; level of theory: ωB97M-V with the def2-TZVPD basis set.

Geometry as XYZ:
```
10
Properties=species:S:1:pos:R:3
O -0.457 -0.104 -1.924
N -0.191 0.131 -0.632
N 0.696 1.052 1.113
C 0.355 1.235 -0.139
C 0.303 -0.207 1.418
C -0.188 -0.857 0.337
H 0.620 2.142 -0.720
H -0.840 -1.724 0.067
H 0.409 -0.644 2.432
H -0.707 -1.025 -1.953
```

The value obtained for the molar mass is 84.1 g/mol. Its SMILES is On1ccnc1. The LUMO energy is 0.62 eV. The calculation puts the frontier orbital gap at 9.804 eV.

y) A 2-piece molecular cluster, C3H4N2O overall. Source: the OMol25 dataset; level of theory: ωB97M-V with the def2-TZVPD basis set.

Geometry as XYZ:
```
10
Properties=species:S:1:pos:R:3
O 4.584 0.679 0.364
N 2.394 0.454 -0.519
N -0.208 -0.195 -0.477
C -1.402 -0.491 0.254
C 3.490 0.605 -0.072
C -0.787 0.781 0.119
H -1.239 -1.058 1.200
H -2.293 -0.847 -0.205
H -0.423 1.747 0.380
H 1.478 0.225 -0.705
```

The value obtained for the molar mass is 84.1 g/mol. Its SMILES is C1=NC1.N=C=O. The LUMO energy is 0.44 eV. The calculation puts the frontier orbital gap at 10.955 eV.

Energies, relative to the best one, in hartree: w) 0.0675; x) 0.0000; y) 0.0127.

w) One molecule with the formula C3H4N2O. Source: the OMol25 dataset; level of theory: ωB97M-V with the def2-TZVPD basis set.

Geometry as XYZ:
```
10
Properties=species:S:1:pos:R:3
O -0.261 -1.470 0.076
N -2.189 -0.497 -0.061
N 1.091 -1.064 -0.217
C -0.952 -0.250 -0.124
C 1.127 0.285 0.005
C -0.069 0.870 0.044
H -0.366 1.982 -0.150
H 2.040 1.006 -0.070
H 2.071 -1.386 0.383
H -2.491 0.524 0.114
```

The value obtained for the molar mass is 84.1 g/mol. Its SMILES is [H]/N=c1\cc[nH]o1. The LUMO energy is 0.54 eV. The calculation puts the frontier orbital gap at 9.162 eV.

x) One molecule with the formula C3H4N2O. Source: the OMol25 dataset; level of theory: ωB97M-V with the def2-TZVPD basis set.

Geometry as XYZ:
```
10
Properties=species:S:1:pos:R:3
O -0.451 1.296 0.376
N 0.460 1.244 1.447
N -1.111 -0.069 -1.449
C 0.682 -0.593 0.140
C 1.099 0.113 1.293
C -0.312 0.190 -0.357
H -1.346 -1.050 -1.517
H 1.066 -1.463 -0.362
H -1.913 0.517 -1.614
H 1.827 -0.184 2.042
```

The value obtained for the molar mass is 84.1 g/mol. Its SMILES is Nc1ccno1. The LUMO energy is 0.85 eV. The calculation puts the frontier orbital gap at 9.570 eV.

Energies, relative to the best one, in hartree: w) 0.1035; x) 0.0000.

w) One molecule with the formula C3H4N2O. Source: the OMol25 dataset; level of theory: ωB97M-V with the def2-TZVPD basis set.

Geometry as XYZ:
```
10
Properties=species:S:1:pos:R:3
O -1.420 -0.349 -1.912
N 0.632 0.837 0.528
N 0.015 0.926 -0.617
C -0.647 -0.218 -0.810
C 0.444 -0.499 1.084
C -0.471 -1.217 0.176
H 1.416 -1.007 1.150
H 0.037 -0.451 2.101
H -1.358 0.467 -2.426
H 1.352 1.512 0.726
```

The value obtained for the molar mass is 84.1 g/mol. The LUMO energy is -0.50 eV. The calculation puts the frontier orbital gap at 8.156 eV.

x) C3H4N2O as an isolated structure. Source: the OMol25 dataset; level of theory: ωB97M-V with the def2-TZVPD basis set.

Geometry as XYZ:
```
10
Properties=species:S:1:pos:R:3
O 2.133 -0.474 -0.247
N -1.386 -0.443 0.051
N 0.352 1.068 -0.194
C 0.825 -0.184 -0.139
C -0.977 0.917 -0.061
C -0.207 -1.112 0.057
H -1.703 1.681 -0.323
H 2.601 0.362 -0.402
H -1.482 0.365 1.030
H -0.157 -2.180 0.228
```

The value obtained for the molar mass is 84.1 g/mol. The LUMO energy is 0.88 eV. The calculation puts the frontier orbital gap at 10.240 eV.

Energies, relative to the best one, in hartree: w) 0.0694; x) 0.0000.